[1]
This record from the Open Molecules 2025 dataset describes a structure of composition C31H56AsMgN5SSi5 at a distorted geometry. The level of theory is the ωB97M-V functional and the def2-TZVPD basis.

Geometry as XYZ:
```
100
Properties=species:S:1:pos:R:3:mulliken_charge:R:1
Mg -3.049 2.548 -0.100 -0.099
C -1.426 -1.190 2.474 -0.903
Si -2.949 -0.048 2.160 -0.219
C -3.904 0.346 3.770 -1.093
C -4.012 -0.933 0.765 -0.985
N -2.423 1.429 1.491 0.578
C -1.568 2.218 2.155 0.585
C -1.136 1.962 3.492 -0.400
C -0.214 2.755 4.149 -1.026
C 0.471 3.753 3.369 -0.934
C -0.006 4.156 2.162 -0.362
C -1.124 3.532 1.477 0.592
N -1.760 3.990 0.415 0.302
Si -1.631 5.580 -0.380 0.240
C -1.672 6.967 0.878 -1.201
C 0.109 5.519 -1.256 -1.084
C -3.137 5.710 -1.446 -1.082
H -1.669 -2.244 2.728 0.413
H -0.718 -0.834 3.262 0.345
H -0.888 -1.240 1.511 0.121
H -4.777 -0.355 3.891 0.379
H -4.276 1.383 3.603 0.260
H -3.238 0.295 4.705 0.321
H -4.470 -1.885 1.140 0.410
H -3.217 -1.276 0.084 0.223
H -4.807 -0.407 0.246 0.206
H -1.608 1.146 4.008 -0.021
H 0.096 2.609 5.181 0.369
H 1.335 4.212 3.835 0.402
H 0.374 5.089 1.738 0.206
H -2.429 6.590 1.608 0.274
H -2.022 7.884 0.429 0.444
H -0.740 7.320 1.463 0.301
H 0.521 6.553 -1.423 0.349
H -0.042 4.924 -2.179 0.258
H 0.898 4.916 -0.789 0.366
H -4.087 5.264 -1.044 0.200
H -2.883 5.272 -2.455 0.233
H -3.306 6.759 -1.700 0.453
N -3.537 0.552 -3.558 0.002
C -2.163 0.474 -3.849 0.119
C -1.370 -0.398 -4.707 -0.981
C -0.015 -0.422 -4.433 -0.473
C 0.565 0.620 -3.680 -0.416
C -0.194 1.549 -2.967 -0.529
C -1.569 1.366 -2.936 0.533
N -2.546 1.817 -2.027 0.121
C -3.716 1.363 -2.467 0.067
C -5.017 1.406 -1.832 -0.167
C -6.209 0.862 -2.177 -0.182
S -7.496 1.441 -1.110 -0.090
C -6.319 2.226 -0.198 -0.247
N -5.063 2.202 -0.645 0.367
H -4.234 0.073 -4.104 0.223
H -1.822 -0.845 -5.602 0.364
H 0.575 -1.322 -4.616 0.433
H 1.644 0.669 -3.566 0.416
H 0.341 2.385 -2.444 0.264
H -6.418 0.083 -2.948 0.305
H -6.585 2.575 0.814 0.421
C 0.746 -4.392 2.111 -1.020
Si 2.487 -3.676 1.988 0.337
C 3.803 -5.039 2.490 -1.234
C 2.630 -2.208 3.188 -0.643
As 2.416 -2.785 -0.224 0.039
Si 2.752 -4.397 -1.847 0.206
C 4.501 -5.101 -1.685 -0.663
C 1.515 -5.793 -1.437 -1.190
C 2.283 -3.567 -3.502 -0.918
Si 4.350 -1.378 -0.095 0.533
C 3.650 0.201 0.612 -1.147
C 5.842 -1.972 0.889 -0.969
C 5.005 -1.179 -1.875 -0.813
H 0.266 -4.505 3.160 0.330
H 0.740 -5.406 1.681 0.322
H 0.001 -3.816 1.566 0.234
H 3.316 -5.956 2.800 0.430
H 4.436 -4.693 3.336 0.405
H 4.616 -5.227 1.708 0.273
H 2.572 -2.754 4.162 0.375
H 1.706 -1.560 3.086 -0.068
H 3.548 -1.557 3.141 0.276
H 4.596 -5.205 -0.529 -0.098
H 5.478 -4.626 -2.060 0.283
H 4.458 -6.126 -1.993 0.435
H 1.839 -6.419 -0.566 0.241
H 1.342 -6.397 -2.316 0.412
H 0.563 -5.372 -1.184 0.354
H 3.009 -2.782 -3.790 0.362
H 1.273 -3.050 -3.491 0.043
H 2.255 -4.304 -4.322 0.485
H 4.262 0.448 1.485 0.361
H 2.592 0.260 0.872 0.314
H 3.845 1.078 -0.083 0.327
H 5.644 -2.736 1.618 0.262
H 6.349 -1.087 1.376 0.332
H 6.460 -2.417 0.080 0.253
H 4.090 -1.018 -2.565 -0.115
H 5.573 -2.080 -2.172 0.239
H 5.724 -0.354 -1.975 0.444
```

E	-157018.3948	eV
LUMO level	-0.0439	Ha
HOMO energy	-0.1707	hartree


[2]
This record from the Open Molecules 2025 dataset describes a cluster of 2 separate species, C31H56BClN6O7PS in total at a distorted geometry. The level of theory is the ωB97M-V functional and the def2-TZVPD basis.

Geometry as XYZ:
```
104
Properties=species:S:1:pos:R:3:mulliken_charge:R:1
C 3.999 1.959 -2.086 -1.067
C 3.158 0.894 -2.855 -0.473
B 1.603 1.118 -2.562 1.154
O 0.680 0.444 -3.307 -0.876
C 1.104 2.078 -1.376 -0.909
C 1.100 1.444 -0.155 0.296
N 1.561 0.114 -0.061 -0.472
C 0.700 -0.814 -0.258 1.055
C -0.759 -0.638 -0.591 -0.764
C 1.200 -2.241 -0.203 -1.633
C 0.668 2.112 0.983 0.397
C 0.648 1.476 2.350 -1.259
C -0.492 0.463 2.651 -1.162
C -1.931 0.979 2.451 1.140
C -2.951 -0.174 2.119 -1.413
C -3.857 0.215 0.927 -0.180
C -5.054 1.064 1.433 -0.839
C -6.075 1.322 0.287 -0.815
S -7.271 -0.060 0.309 -0.200
C -8.839 0.614 -0.023 0.471
N -9.378 0.702 -1.190 -0.238
N -10.622 1.240 -1.090 -0.385
C -10.787 1.481 0.175 0.049
O -9.729 1.131 0.888 -0.270
C 0.277 3.471 0.807 0.375
N -0.149 4.132 1.982 -0.703
C -1.409 4.203 2.198 1.309
C -1.860 4.380 3.631 -1.563
C -2.521 4.185 1.165 -1.306
C 0.341 4.078 -0.436 0.366
P -0.079 5.858 -0.614 0.638
O 1.107 6.504 -1.182 -0.748
O -0.446 6.559 0.761 -0.487
O -1.368 6.027 -1.550 -0.510
N 0.738 3.347 -1.520 0.336
C 0.796 3.918 -2.888 -2.148
C -0.394 3.473 -3.812 0.956
C 0.155 2.807 -5.123 -1.241
Cl -1.398 4.856 -4.341 -0.182
H 3.965 1.786 -1.008 0.263
H 5.018 1.939 -2.478 0.423
H 3.577 2.948 -2.300 0.256
H 3.293 0.975 -3.943 0.508
H 3.397 -0.123 -2.516 0.279
H 1.125 0.113 -4.099 0.281
H -1.234 0.214 -0.108 -0.577
H -0.936 -0.640 -1.674 0.490
H -1.281 -1.530 -0.220 0.535
H 2.248 -2.249 0.090 0.305
H 1.178 -2.588 -1.249 0.335
H 0.563 -2.881 0.408 0.483
H 1.587 0.914 2.459 0.606
H 0.657 2.233 3.137 0.515
H -0.319 -0.487 2.136 0.414
H -0.396 0.222 3.718 0.497
H -1.946 1.631 1.569 -1.276
H -2.312 1.479 3.342 0.834
H -3.592 -0.294 2.996 0.588
H -2.411 -1.092 1.870 0.391
H -3.337 0.842 0.188 0.173
H -4.230 -0.667 0.391 0.568
H -5.538 0.471 2.214 0.541
H -4.662 2.020 1.794 0.051
H -5.520 1.300 -0.657 0.354
H -6.544 2.299 0.421 0.483
H -11.699 1.903 0.569 0.412
H -1.014 4.332 4.317 0.363
H -2.261 5.407 3.696 0.419
H -2.676 3.704 3.886 0.334
H -2.416 3.416 0.393 0.227
H -2.571 5.177 0.708 0.428
H -3.493 4.017 1.638 0.401
H -1.054 7.304 0.649 0.370
H -1.048 6.532 -2.317 0.390
H 0.749 5.007 -2.862 1.129
H 1.759 3.701 -3.356 0.326
H -0.961 2.689 -3.304 0.178
H -0.179 3.402 -5.978 0.490
H -0.263 1.812 -5.277 0.208
H 1.247 2.801 -5.167 0.275
C 5.938 -7.476 3.033 -0.707
O 6.449 -6.805 1.896 -0.340
C 6.487 -7.609 0.720 -0.821
C 5.463 -7.134 -0.293 -0.154
N 4.103 -7.425 0.149 -0.299
C 3.062 -6.763 -0.633 -1.072
C 3.035 -5.235 -0.650 -0.220
O 2.689 -4.639 0.592 -0.342
C 3.768 -4.493 1.504 -0.697
H 6.119 -6.843 3.902 0.236
H 4.859 -7.644 2.952 0.298
H 6.444 -8.432 3.192 0.342
H 6.362 -8.670 0.950 0.407
H 7.482 -7.478 0.287 0.395
H 5.642 -7.638 -1.247 0.384
H 5.622 -6.058 -0.440 0.142
H 4.003 -7.134 1.112 0.080
H 2.104 -7.107 -0.233 0.427
H 3.120 -7.126 -1.664 0.434
H 2.244 -4.939 -1.345 0.316
H 3.961 -4.800 -1.043 0.361
H 4.716 -4.305 0.996 0.371
H 3.852 -5.368 2.150 0.169
H 3.545 -3.638 2.146 0.323
```

E	-89646.1383	eV
LUMO level	-0.1341	Ha
net charge	+1
HOMO energy	-0.3801	hartree


[3]
This record from the Open Molecules 2025 dataset describes a structure of composition C31H56CrF6NO23 at a distorted geometry. The level of theory is the ωB97M-V functional and the def2-TZVPD basis.

Geometry as XYZ:
```
118
Properties=species:S:1:pos:R:3:mulliken_charge:R:1
Cr 2.154 0.545 1.958 -0.239
C 0.264 -0.841 -1.879 -0.874
C -0.034 0.189 -0.801 1.393
C -1.462 0.081 -0.245 -1.331
O 0.964 0.237 0.081 1.508
H -0.570 -0.838 -2.583 0.541
H 0.272 -1.839 -1.442 0.068
H 1.179 -0.617 -2.413 -0.367
H -0.043 1.152 -1.376 -0.773
H -1.511 -0.762 0.451 0.021
H -2.151 -0.124 -1.054 0.517
H -1.730 0.956 0.341 -0.015
C -3.807 4.127 -3.437 -1.253
C -2.882 3.162 -2.753 -0.257
O -1.625 3.064 -3.485 -0.228
C -0.721 3.903 -3.120 0.330
O -0.834 4.698 -2.269 -0.309
C 0.541 3.870 -4.019 0.824
F 0.693 2.703 -4.665 -0.203
F 0.478 4.859 -4.932 -0.276
F 1.629 4.067 -3.266 -0.257
H -3.894 3.853 -4.484 0.310
H -3.468 5.149 -3.298 0.307
H -4.777 4.028 -2.947 0.415
H -3.265 2.152 -2.786 0.356
H -2.699 3.464 -1.723 0.275
C -3.033 1.964 2.818 -1.539
C -1.773 1.427 3.478 1.361
O -2.141 0.562 4.575 -0.312
C -1.947 1.002 5.817 0.454
O -1.434 2.239 6.061 -0.624
C -2.313 0.129 6.929 0.857
F -1.343 0.123 7.855 -0.233
F -3.441 0.514 7.571 -0.254
F -2.475 -1.116 6.485 -0.227
H -3.835 2.098 3.538 0.468
H -3.380 1.332 2.001 0.342
H -2.803 2.934 2.362 0.333
H -1.182 2.253 3.867 -0.100
H -1.175 0.875 2.753 -0.610
C -4.290 -4.262 1.366 -0.491
O -5.073 -4.664 0.254 -0.350
C -4.470 -4.624 -0.920 0.854
O -3.311 -4.339 -1.149 -0.560
O -5.350 -4.972 -1.812 -0.357
C -4.902 -5.073 -3.156 -0.580
H -3.517 -5.008 1.577 0.282
H -4.925 -4.187 2.235 0.296
H -3.783 -3.318 1.177 0.122
H -4.689 -4.078 -3.549 0.262
H -5.736 -5.482 -3.713 0.264
H -4.037 -5.726 -3.223 0.280
C 2.695 -2.577 -0.734 -0.171
O 3.591 -3.093 0.279 -0.413
C 3.822 -2.353 1.304 0.622
O 3.452 -1.230 1.482 -0.595
O 4.593 -3.010 2.117 -0.418
C 4.852 -2.369 3.364 -0.357
H 3.242 -1.907 -1.393 0.361
H 1.835 -2.080 -0.289 -0.358
H 2.317 -3.438 -1.273 0.267
H 3.916 -2.021 3.817 -0.053
H 5.478 -1.487 3.237 0.251
H 5.299 -3.094 4.029 0.303
C 3.046 1.631 -1.819 0.113
O 4.018 2.500 -1.300 -0.428
C 4.079 2.545 -0.009 0.726
O 3.416 1.888 0.752 -0.068
O 5.024 3.371 0.332 -0.432
C 5.363 3.415 1.724 -0.469
H 3.168 0.617 -1.455 0.099
H 3.092 1.736 -2.895 0.235
H 2.050 1.999 -1.540 -0.337
H 4.470 3.548 2.337 0.077
H 5.975 4.300 1.878 0.286
H 5.934 2.536 2.011 0.275
C 1.000 -0.718 5.813 -0.516
O 0.259 -1.716 5.117 -0.428
C 0.319 -1.661 3.821 0.536
O 0.676 -0.710 3.169 1.140
O -0.061 -2.816 3.326 -0.508
C -0.015 -2.960 1.901 -0.431
H 0.680 0.277 5.514 0.124
H 2.070 -0.836 5.627 0.234
H 0.823 -0.890 6.866 0.233
H -0.589 -3.847 1.645 0.375
H 1.016 -3.171 1.591 0.212
H -0.397 -2.101 1.355 -0.210
C 0.435 4.113 0.510 -0.272
O 0.893 4.560 1.759 -0.468
C 1.203 3.720 2.693 0.523
O 1.132 2.515 2.671 0.270
O 1.582 4.421 3.745 -0.466
C 1.743 3.709 4.974 -0.439
H -0.369 3.388 0.614 0.029
H 1.231 3.655 -0.086 0.107
H 0.142 5.018 -0.003 0.293
H 1.870 4.426 5.776 0.300
H 2.612 3.047 4.952 0.236
H 0.869 3.094 5.199 0.044
C -1.593 -3.812 -3.639 -0.768
O -0.784 -3.157 -4.666 -0.312
C -1.235 -2.182 -5.411 0.882
O -2.183 -1.512 -5.202 -0.593
O -0.345 -2.000 -6.383 -0.317
C -0.568 -1.071 -7.426 -0.692
H -2.516 -3.264 -3.486 0.355
H -1.007 -3.927 -2.735 0.227
H -1.754 -4.820 -4.022 0.386
H -0.763 -0.080 -7.015 0.278
H -1.413 -1.374 -8.047 0.327
H 0.306 -1.060 -8.067 0.246
C 2.250 -1.159 -4.818 -0.471
C 2.315 -2.429 -4.114 0.563
N 2.352 -3.400 -3.524 -0.554
H 2.651 -1.249 -5.826 0.427
H 2.873 -0.450 -4.275 0.148
H 1.219 -0.840 -4.901 0.012
```

<S²>	20.01
E	-126350.2176	eV
multiplicity	9
LUMO level (spin up / spin down)	-0.0747 / -0.2342	Ha
net charge	+1
HOMO energy (spin up / spin down)	-0.2982 / -0.4724	hartree


[4]
This record from the Open Molecules 2025 dataset describes a structure of composition C31H56MgN3O2P2 at a distorted geometry. The level of theory is the ωB97M-V functional and the def2-TZVPD basis.

Geometry as XYZ:
```
95
Properties=species:S:1:pos:R:3:mulliken_charge:R:1
C -0.585 -2.345 -1.208 -0.410
C 1.616 -2.265 -0.377 0.279
C -0.324 -3.525 -1.905 -0.757
C 1.860 -3.554 -0.926 -1.031
C 0.906 -4.163 -1.715 -0.846
H -1.098 -3.932 -2.552 0.505
H 2.831 -4.009 -0.741 0.506
H 1.096 -5.122 -2.193 0.420
N 0.353 -1.715 -0.487 1.295
P -2.532 -0.811 0.203 0.955
P 2.662 0.188 0.530 1.165
C -2.001 -1.749 -1.299 -1.220
H -2.043 -1.081 -2.176 0.645
H -2.729 -2.554 -1.494 0.422
C 0.320 2.309 1.534 0.388
O 0.204 3.417 1.819 -0.330
C 2.681 -1.539 0.230 -1.485
H 3.574 -2.117 0.471 0.035
C 3.475 0.959 -1.042 2.265
C 3.778 0.425 2.051 1.940
C -3.807 0.511 -0.315 2.123
C -3.254 -2.235 1.231 1.961
C 3.039 2.435 -1.082 -1.236
H 3.381 2.988 -0.197 0.219
H 3.480 2.912 -1.973 0.561
H 1.943 2.523 -1.140 -0.184
C 5.000 0.827 -1.026 -1.925
H 5.474 1.390 -0.213 0.322
H 5.309 -0.226 -0.977 0.374
H 5.388 1.239 -1.972 0.531
C 2.950 0.234 -2.288 -1.633
H 3.408 0.694 -3.181 0.604
H 3.229 -0.827 -2.280 0.305
H 1.859 0.308 -2.380 0.003
C 4.076 1.930 2.205 -1.756
H 3.162 2.541 2.179 0.229
H 4.558 2.091 3.181 0.516
H 4.764 2.303 1.435 0.264
C 3.004 -0.068 3.282 -1.750
H 2.081 0.499 3.460 0.109
H 2.749 -1.132 3.197 0.193
H 3.647 0.051 4.169 0.668
C 5.083 -0.376 1.986 -1.787
H 5.731 -0.094 1.152 0.267
H 5.644 -0.178 2.912 0.541
H 4.899 -1.454 1.936 0.349
C -3.689 -1.667 2.593 -1.172
H -4.115 -2.485 3.192 0.527
H -2.843 -1.242 3.149 -0.063
H -4.459 -0.890 2.506 0.139
C -2.145 -3.278 1.460 -1.648
H -1.891 -3.811 0.537 0.351
H -1.232 -2.829 1.867 -0.084
H -2.515 -4.023 2.183 0.666
C -4.430 -2.935 0.532 -1.652
H -4.614 -3.884 1.057 0.525
H -5.356 -2.353 0.579 0.369
H -4.224 -3.179 -0.517 0.175
C -3.777 0.732 -1.831 -1.390
H -4.121 -0.157 -2.378 0.329
H -4.469 1.557 -2.071 0.638
H -2.780 1.017 -2.189 -0.378
C -3.363 1.804 0.409 -1.467
H -2.379 2.149 0.060 0.038
H -4.098 2.596 0.202 0.554
H -3.311 1.660 1.500 0.259
C -5.246 0.175 0.092 -1.891
H -5.625 -0.706 -0.441 0.369
H -5.367 0.036 1.174 0.290
H -5.879 1.027 -0.199 0.510
Mg -0.004 0.126 0.588 1.396
N -0.334 1.167 -1.172 0.164
C -0.371 1.737 -2.189 -1.203
C -0.362 2.585 -3.425 1.948
C 0.785 2.127 -4.321 -1.539
C -1.678 2.430 -4.186 -1.876
C -0.167 4.042 -3.009 -1.553
H 1.754 2.284 -3.832 0.192
H 0.679 1.063 -4.569 0.384
H 0.784 2.696 -5.259 0.492
H -2.522 2.816 -3.603 0.394
H -1.633 2.999 -5.123 0.475
H -1.862 1.381 -4.443 0.373
H -0.186 4.692 -3.891 0.406
H -0.972 4.362 -2.333 0.379
H 0.796 4.180 -2.503 0.342
C -0.781 0.387 4.408 -1.079
C -0.284 -0.790 3.647 0.237
N 0.034 -1.890 4.341 -0.179
O -0.124 -0.810 2.384 -0.705
H -1.101 0.065 5.409 0.593
H -1.629 0.854 3.886 0.067
H 0.019 1.135 4.518 0.204
H 0.361 -2.711 3.845 0.271
H -0.116 -1.944 5.340 0.213
```

E	-65641.8616	eV
LUMO level	-0.0848	Ha
net charge	+1
HOMO energy	-0.3009	hartree